Molecular formula: C75H210CsF3N16O25
Method: DFT, ωB97M-V/def2-TZVPD

Element x y z (Å)
Cs -3.6184 1.5451 -1.5066
C -0.8623 0.2063 1.2449
O -0.8323 1.3580 0.3691
O -2.1483 -0.3939 1.1302
C 0.4255 -0.7034 1.1441
F 0.8959 -1.0171 -0.0821
F 1.4365 -0.1551 1.8173
F 0.2451 -1.8745 1.7816
C 0.2369 2.3380 0.4193
C -0.0235 3.2323 -0.7988
H 0.6126 4.1104 -0.9103
H 0.0912 2.5935 -1.6745
H -1.0321 3.6452 -0.7761
H 1.2680 1.9866 0.3797
H 0.1719 2.8957 1.3535
H -0.8849 0.6152 2.2550
C -6.3681 -1.2310 -0.4268
O -6.2190 -0.3781 -1.5648
H -5.8201 -0.9308 0.4663
H -7.4107 -1.3418 -0.1286
H -5.9589 -2.1982 -0.7186
H -6.8239 -0.6791 -2.2468
C -2.1123 6.9123 -0.9481
O -2.8892 6.5067 -2.0554
H -1.9530 6.0490 -0.3020
H -1.0916 7.1666 -1.2338
H -2.5070 7.7447 -0.3656
H -3.1180 7.2518 -2.6158
C -4.4368 0.6997 3.4031
O -4.5659 0.6813 1.9804
H -4.8386 -0.2338 3.7969
H -3.3709 0.8636 3.5613
H -5.0780 1.4904 3.7927
H -3.6993 0.4076 1.6713
C -0.0825 -0.3026 -3.1417
O -1.4286 -0.7015 -3.2166
H 0.0698 0.1394 -2.1570
H 0.6807 -1.0753 -3.2338
H 0.1422 0.3683 -3.9709
H -1.5882 -1.4361 -2.6195
C 2.6999 4.9850 6.3724
O 1.5713 4.5514 5.7992
H 3.5712 4.6310 5.8215
H 2.8526 6.0573 6.4943
H 2.7331 4.5745 7.3816
H 1.3356 5.1573 5.0929
C -3.0223 -3.3664 -1.2039
O -2.0913 -2.3574 -1.1832
H -3.9821 -2.8499 -1.2155
H -2.8364 -3.9602 -2.0988
H -2.9105 -3.9946 -0.3201
H -2.2430 -1.7532 -0.4528
C -2.5008 -3.4439 3.0076
O -3.6651 -3.2240 2.2340
H -2.6881 -3.0681 4.0135
H -2.1730 -4.4778 3.1162
H -1.6692 -2.9089 2.5489
H -3.5753 -2.3794 1.7866
C -4.8604 1.5081 -6.1439
C -5.6190 2.4295 -5.2164
C -6.8964 1.7313 -4.5477
O -7.8461 1.2541 -5.4668
C -8.3293 2.2752 -6.3407
N -4.7008 2.8627 -4.1591
H -4.4244 0.6943 -5.5644
H -4.1433 2.1055 -6.7069
H -5.4835 1.0421 -6.9072
H -5.9203 3.2709 -5.8404
H -7.3381 2.4082 -3.8164
H -6.6287 0.8699 -3.9359
H -7.6356 2.5790 -7.1246
H -8.6908 3.1062 -5.7350
H -9.2139 1.8561 -6.8201
H -4.1097 3.5290 -4.6353
H -5.1080 3.4961 -3.4860
C 4.4484 0.5439 0.3323
C 5.6588 0.2507 1.1998
C 6.3422 1.6053 1.5966
O 7.0135 2.1545 0.4527
C 8.1309 3.0205 0.8105
N 5.1929 -0.5513 2.3442
H 4.2785 -0.3642 -0.2461
H 4.6275 1.3251 -0.4065
H 3.5253 0.8349 0.8336
H 6.3012 -0.3541 0.5597
H 6.9949 1.4335 2.4526
H 5.6833 2.3543 2.0359
H 7.8898 3.9784 1.2714
H 8.7318 3.1789 -0.0850
H 8.8831 2.6008 1.4785
H 4.6495 0.1174 2.8711
H 4.4563 -1.1319 1.9695
C -2.2076 1.2514 8.0874
C -0.9078 1.6153 7.4508
C -0.6841 0.7956 6.1623
O -0.5851 -0.6589 6.4000
C -0.5860 -1.4673 5.2579
N -0.8109 3.0646 7.3036
H -2.3483 0.2006 8.3410
H -3.0270 1.4816 7.4066
H -2.4236 1.7714 9.0207
H -0.0457 1.3136 8.0458
H 0.2023 1.1745 5.6536
H -1.4726 0.9204 5.4202
H -0.7294 -2.5214 5.4956
H 0.3997 -1.4151 4.7954
H -1.2332 -1.0800 4.4710
H -0.5810 3.4458 8.2102
H 0.0348 3.2147 6.7722
C 2.0198 -9.9250 1.3925
C 2.6499 -8.5510 1.8903
C 1.7827 -7.2477 1.6567
O 0.4211 -7.4374 2.1432
C -0.3782 -6.2951 1.7130
N 2.9578 -8.6262 3.3180
H 1.0487 -10.1899 1.8108
H 2.6404 -10.7847 1.6451
H 1.8938 -9.9253 0.3098
H 3.6017 -8.5072 1.3611
H 1.7141 -7.1737 0.5713
H 2.2468 -6.3142 1.9749
H -1.3671 -6.3224 2.1706
H -0.6452 -6.2573 0.6569
H -0.0217 -5.3543 2.1323
H 2.1511 -8.8409 3.8865
H 3.2546 -7.7008 3.5928
C 3.6945 -0.9278 5.9451
C 4.8990 0.0091 5.7811
C 4.4848 1.4868 5.3222
O 3.8564 1.3772 3.9940
C 3.1202 2.5107 3.6509
N 5.7395 0.0388 7.0219
H 3.0417 -0.9800 5.0737
H 3.0109 -0.6138 6.7339
H 3.9397 -1.9731 6.1328
H 5.6016 -0.4406 5.0796
H 5.3079 2.1985 5.3853
H 3.7810 1.8464 6.0728
H 3.7627 3.3898 3.7008
H 2.2984 2.6383 4.3554
H 2.6291 2.4641 2.6789
H 6.1297 -0.8888 7.1082
H 6.5957 0.5209 6.7879
C -7.4919 -5.8379 3.5690
C -6.2424 -5.2003 2.9229
C -5.2844 -6.2827 2.2802
O -4.6159 -7.0358 3.2824
C -3.8210 -8.0597 2.8091
N -6.6024 -4.1232 2.0358
H -7.2860 -6.5546 4.3641
H -8.0352 -6.4264 2.8297
H -8.2344 -5.1475 3.9693
H -5.7599 -4.6338 3.7194
H -4.6777 -5.7668 1.5359
H -5.9735 -6.9060 1.7105
H -3.0471 -7.6427 2.1648
H -4.3195 -8.8617 2.2646
H -3.2390 -8.6030 3.5536
H -5.7270 -3.7424 1.7062
H -6.9533 -4.5099 1.1712
C 0.2600 -7.2893 -2.5974
C 0.5562 -5.9129 -3.2194
C 1.7160 -5.1920 -2.5393
O 1.5299 -5.1151 -1.0928
C 0.4310 -4.1792 -0.7933
N 0.6310 -6.1774 -4.6181
H -0.7203 -7.5757 -2.9782
H 0.0089 -7.2596 -1.5371
H 1.0270 -8.0222 -2.8477
H -0.3190 -5.3204 -2.9531
H 1.9175 -4.1939 -2.9283
H 2.5783 -5.8114 -2.7861
H 0.5716 -3.2699 -1.3776
H 0.4448 -3.8687 0.2515
H -0.5526 -4.6298 -0.9259
H -0.2057 -6.6324 -4.9544
H 0.6906 -5.2764 -5.0706
C 3.6718 -3.4614 1.3360
C 4.8236 -3.8473 0.4018
C 5.3896 -5.2673 0.5601
O 6.0727 -5.3749 1.7834
C 6.8732 -6.5269 1.6682
N 4.2543 -3.6605 -0.9356
H 4.0263 -3.3477 2.3605
H 2.9025 -4.2314 1.3929
H 3.2092 -2.4939 1.1410
H 5.6468 -3.1352 0.4586
H 6.0687 -5.4574 -0.2711
H 4.5606 -5.9720 0.4945
H 7.1655 -6.7473 2.6949
H 7.7745 -6.3115 1.0942
H 6.4703 -7.3947 1.1461
H 3.9211 -2.7092 -0.9999
H 3.4026 -4.2031 -0.9270
C 3.0534 2.1248 -3.7893
C 2.8823 3.4982 -4.4247
C 2.4954 4.5844 -3.3673
O 2.0871 5.7325 -4.0400
C 1.5243 6.7506 -3.2021
N 4.1163 3.8395 -5.1166
H 3.3136 1.4487 -4.6037
H 2.0590 1.8123 -3.4704
H 3.7936 2.0721 -2.9910
H 2.2072 3.4589 -5.2796
H 3.2399 4.8743 -2.6258
H 1.6232 4.2491 -2.8061
H 1.2164 7.5904 -3.8250
H 2.3038 7.1015 -2.5258
H 0.6055 6.4799 -2.6820
H 4.0646 4.7840 -5.4708
H 4.0978 3.2329 -5.9239
C -5.3814 4.4953 2.7116
C -4.2878 4.3637 1.6195
C -2.9341 3.8218 2.1126
O -2.4114 4.5727 3.2235
C -1.5002 3.8527 4.0292
N -4.8795 3.4256 0.6612
H -5.6480 3.5870 3.2520
H -6.2831 4.8770 2.2328
H -5.0811 5.2568 3.4313
H -4.1962 5.2518 0.9943
H -2.2871 3.9619 1.2467
H -2.9903 2.7571 2.3394
H -0.6466 3.4686 3.4707
H -2.0554 3.0687 4.5441
H -1.0684 4.5193 4.7758
H -5.7875 3.7848 0.4032
H -4.9438 2.5146 1.0926
C -1.2612 3.5897 -4.1059
C -1.7119 4.6982 -5.0376
C -1.5651 4.3118 -6.5847
O -1.7024 5.4761 -7.3347
C -1.5831 5.3123 -8.7005
N -3.0244 5.1451 -4.6716
H -1.8327 2.6753 -4.2647
H -1.2910 3.9437 -3.0754
H -0.2573 3.2292 -4.3299
H -1.0601 5.5270 -4.7611
H -2.1053 3.3955 -6.8228
H -0.5403 3.9735 -6.7381
H -0.6225 4.8571 -8.9420
H -1.5194 6.2284 -9.2878
H -2.3939 4.6602 -9.0251
H -3.2242 5.9379 -5.2645
H -2.9515 5.5932 -3.7694
C 3.6695 -2.1710 -4.4255
C 5.0370 -2.8171 -4.4069
C 6.0857 -2.1186 -3.5004
O 6.2513 -0.8161 -3.9444
C 7.0498 -0.1023 -3.0471
N 4.8064 -4.1592 -3.8584
H 2.8877 -2.7135 -4.9570
H 3.7401 -1.1743 -4.8609
H 3.2241 -2.0110 -3.4436
H 5.4229 -2.9336 -5.4196
H 7.0622 -2.5898 -3.6129
H 5.7966 -2.1267 -2.4495
H 7.2441 0.9163 -3.3829
H 7.9962 -0.6341 -3.1448
H 6.5876 -0.0421 -2.0617
H 4.5365 -4.0220 -2.8949
H 5.7371 -4.4132 -3.5594
C 0.2971 6.3542 1.7273
C 1.4222 5.7170 2.5970
C 2.7986 5.4934 1.8533
O 2.6817 4.5619 0.7970
C 3.9396 4.3471 0.1030
N 1.5426 6.5268 3.7600
H 0.0579 5.7238 0.8709
H 0.6956 7.2603 1.2710
H -0.6452 6.5218 2.2491
H 1.1036 4.7122 2.8746
H 3.6282 5.2976 2.5326
H 3.1236 6.4408 1.4233
H 4.7371 4.0226 0.7714
H 4.3218 5.2400 -0.3917
H 3.7411 3.6091 -0.6741
H 1.9932 7.3888 3.4879
H 0.6210 6.8313 4.0395
C -6.5411 6.4175 -3.0604
C -6.2876 5.7296 -1.7399
C -7.5586 4.9735 -1.2271
O -7.4285 4.5944 0.0755
C -8.3524 3.6324 0.5049
N -5.1492 4.8635 -1.8339
H -7.4109 7.0700 -2.9842
H -6.6689 5.6129 -3.7845
H -5.7369 7.0542 -3.4292
H -6.0514 6.4560 -0.9623
H -7.6045 4.0777 -1.8464
H -8.4448 5.5826 -1.4057
H -8.0774 3.2390 1.4835
H -8.4716 2.7962 -0.1840
H -9.3266 4.1173 0.5670
H -4.9455 4.5186 -0.9068
H -4.3702 5.4569 -2.0813
C 2.0265 -4.3819 4.7563
C 2.9184 -5.4174 5.3424
C 2.1868 -6.5927 5.9550
O 3.1074 -7.5231 6.5823
C 2.4901 -8.7377 7.0172
N 3.8471 -5.8785 4.3974
H 2.4557 -3.5211 4.2435
H 1.3524 -3.9856 5.5156
H 1.3652 -4.8664 4.0380
H 3.4863 -4.8787 6.1009
H 1.5445 -7.1426 5.2671
H 1.5304 -6.2645 6.7609
H 2.9956 -9.0361 7.9356
H 2.7254 -9.5538 6.3341
H 1.4116 -8.6334 7.1358
H 4.5396 -6.4355 4.8774
H 4.4265 -5.1064 4.1001
C 1.7745 2.2237 -9.4919
C 1.9731 2.1251 -7.9620
C 0.9489 1.0900 -7.3182
O -0.4305 1.4795 -7.5233
C -1.3357 0.5899 -7.0175
N 3.3330 1.8207 -7.5938
H 2.5689 2.8139 -9.9487
H 0.8290 2.5970 -9.8853
H 1.7619 1.2897 -10.0537
H 1.7611 3.0591 -7.4418
H 1.2076 0.9397 -6.2701
H 1.0074 0.0855 -7.7372
H -1.3111 0.6748 -5.9311
H -1.1424 -0.4533 -7.2676
H -2.3545 0.8212 -7.3287
H 3.5565 0.8882 -7.9109
H 3.8931 2.3787 -8.2222

The value obtained for the LUMO energy is -0.27 eV. The value obtained for the HOMO-LUMO gap is 7.9 eV. The HOMO energy is -0.299 Ha.